No. 1
Formula: C33H32BEuN7O2PS2
Source: the OMol25 dataset
Level of theory: ωB97M-V/def2-TZVPD

```
79
Properties=species:S:1:pos:R:3:forces:R:3:mulliken_charge:R:1
Eu 0.012977 -0.211797 -0.996048 -0.957 2.508 1.107 0.25
N 4.708793 -7.423514 -2.548493 0.029 -0.046 -0.006 -0.62
C 3.982150 -6.230539 -2.405727 -0.021 0.028 0.001 1.14
C 2.669545 -6.259698 -1.934437 -0.006 0.020 0.001 -0.82
C 1.939992 -5.090362 -1.826089 0.048 -0.002 -0.068 -0.63
C 2.515902 -3.881852 -2.190357 -0.015 -0.013 0.014 -0.46
C 3.814220 -3.839416 -2.663579 0.068 -0.063 -0.003 -0.27
C 4.544497 -5.012537 -2.778393 -0.051 0.037 0.018 -0.76
S 1.590171 -2.395676 -1.977721 0.461 -0.527 -0.172 1.75
O 2.358002 -1.290704 -2.516261 0.136 -0.135 -0.113 -0.72
O 0.286488 -2.592256 -2.579556 0.066 -0.030 0.090 -0.77
N 1.295520 -2.150824 -0.439517 0.901 -0.910 -0.085 0.10
C 2.300526 -1.598122 0.340214 -0.016 -0.339 -0.080 0.26
N 1.887228 -0.596190 1.123912 0.056 -0.299 -0.085 0.40
C 2.811427 0.020524 1.845624 -0.140 0.078 0.004 -0.08
C 4.136227 -0.378961 1.838888 0.004 -0.060 -0.021 -0.72
C 4.446028 -1.451643 1.017406 -0.022 0.037 0.009 -0.40
N 3.549172 -2.074126 0.264000 0.162 0.118 0.088 -0.49
H 4.401971 -8.159205 -1.930331 0.015 0.022 -0.008 0.23
H 5.707698 -7.296412 -2.491429 -0.020 -0.007 0.004 0.23
H 2.222380 -7.205902 -1.653560 -0.011 -0.023 0.006 0.27
H 0.920870 -5.107314 -1.464841 -0.045 -0.005 0.022 0.44
H 4.245996 -2.883854 -2.925623 0.001 0.036 -0.002 0.50
H 5.561865 -4.985012 -3.151766 0.013 0.005 -0.005 0.26
H 2.472130 0.872618 2.424899 -0.009 0.022 -0.003 0.20
H 4.886461 0.133065 2.423325 0.009 -0.005 -0.005 0.36
H 5.463137 -1.828761 0.953853 0.011 0.006 0.009 0.40
C 1.524843 5.337326 3.635906 0.004 -0.007 0.001 -0.52
C 0.263389 4.811153 3.872488 0.024 0.032 0.011 -0.85
C -0.267195 3.851396 3.022014 -0.067 0.091 0.002 -0.58
C 0.436079 3.372830 1.911543 0.143 -0.172 0.035 0.74
C 1.696726 3.927974 1.684340 0.054 -0.041 0.039 -0.46
C 2.232616 4.889255 2.530740 0.013 0.046 0.064 -0.75
P -0.303279 2.084531 0.751454 -0.580 -0.113 -0.239 1.79
C -1.718165 1.583061 2.028258 -0.069 -0.014 0.005 0.55
C -1.363185 1.071921 3.288325 0.011 -0.074 -0.090 -0.30
C -2.244315 0.342432 4.072172 -0.040 -0.070 -0.020 -0.79
C -3.528422 0.066572 3.609796 0.031 0.019 -0.054 -0.46
C -3.899687 0.537683 2.355488 -0.024 -0.029 0.095 -0.66
C -3.015307 1.286387 1.589926 0.112 0.040 -0.074 -0.82
C -1.422006 3.096573 -0.346717 0.084 0.050 0.044 -0.04
C -1.974473 4.231957 0.188899 -0.003 0.028 0.003 -0.09
C -2.811953 5.083774 -0.558112 0.003 0.003 -0.022 -1.11
C -3.078536 4.788196 -1.859950 -0.013 0.011 -0.005 -0.74
C -2.545235 3.618359 -2.454694 -0.028 0.040 -0.014 0.95
C -2.843697 3.331283 -3.811057 -0.010 0.010 -0.008 -0.86
C -2.366221 2.193237 -4.387906 0.021 -0.018 0.007 -0.80
C -1.593815 1.291567 -3.621973 0.009 -0.029 0.005 -0.20
C -1.248939 1.503086 -2.304194 -0.102 0.071 0.229 0.45
C -1.725336 2.725342 -1.705556 0.060 -0.008 -0.135 -0.61
H 1.942375 6.089745 4.296059 0.004 0.005 0.002 0.34
H -0.321248 5.149042 4.721373 0.000 0.007 -0.004 0.39
H -1.259292 3.477600 3.231445 0.049 0.065 -0.011 0.55
H 2.251990 3.584238 0.821033 -0.007 0.002 -0.018 0.22
H 3.215029 5.294261 2.313509 0.009 0.002 0.003 0.39
H -0.355816 1.246193 3.661626 -0.016 -0.016 0.006 0.26
H -1.924545 -0.031715 5.039581 0.001 0.003 0.013 0.32
H -4.215651 -0.521201 4.205646 -0.014 -0.009 0.009 0.33
H -4.885897 0.316090 1.964962 -0.029 -0.009 -0.012 0.40
H -3.333761 1.629049 0.609659 0.009 -0.009 0.009 0.24
H -1.765820 4.501183 1.214457 0.012 0.010 0.018 0.31
H -3.223841 5.972553 -0.093194 -0.013 0.022 0.007 0.41
H -3.706863 5.437277 -2.463186 -0.009 0.004 -0.003 0.29
H -3.466019 4.027592 -4.365489 -0.001 0.006 -0.005 0.27
H -2.599299 1.966283 -5.424055 -0.001 0.001 -0.018 0.33
H -1.280476 0.371663 -4.117126 -0.019 -0.005 0.003 0.32
B -4.576746 -2.475777 -2.004806 -0.003 0.017 -0.021 0.28
C -3.210679 -1.742309 -1.666860 0.096 0.000 0.107 -0.12
N -2.210054 -1.233275 -1.386248 -0.349 -0.188 -0.174 -0.55
H -5.238258 -1.745105 -2.714579 -0.006 0.006 -0.004 -0.15
H -4.306065 -3.516430 -2.574845 0.012 -0.013 -0.005 -0.17
H -5.145065 -2.694860 -0.950173 0.004 0.002 0.023 -0.16
N -0.504600 -2.815236 1.854893 0.047 0.009 -0.038 -0.89
N -1.125008 -1.644599 1.235555 0.002 0.072 -0.197 0.15
H 0.358042 -2.445362 2.252161 -0.064 -0.003 -0.007 0.28
H -0.160368 -3.351892 1.060173 -0.007 0.076 0.048 0.36
H -1.447533 -1.074524 2.011047 -0.037 0.145 0.006 0.04
H -1.974497 -1.974627 0.782868 0.056 -0.012 0.083 0.25
S 1.534685 2.096747 -0.765105 -0.025 -0.511 -0.417 -0.56
```
Forces are in eV/Å.

The total charge is -2. The value obtained for the orbital gap (spin up / spin down) is 4.2 / 4.2 eV. The multiplicity is 7. Its strongest force on any atom is 2.90 eV/A. As for the energy relative to the best compared isomer or geometry (same formula, charge and spin): 0.392 eV.

---

No. 2
Formula: C3H8O4
Source: the OMol25 dataset
Level of theory: ωB97M-V/def2-TZVPD

```
15
Properties=species:S:1:pos:R:3:forces:R:3:mulliken_charge:R:1
O 1.211914 0.242451 -1.868925 -1.750 1.638 1.840 -0.57
C 0.443104 0.504641 -0.935076 1.188 -2.996 -1.743 0.54
O -0.508005 1.453460 -0.894106 0.488 1.000 -0.771 -0.37
C 0.362604 -0.413299 0.287513 0.522 -0.124 1.694 -0.45
C 1.536594 -1.436668 0.472773 0.736 0.969 -1.455 -0.47
O 1.405784 -2.259858 1.612933 -0.199 -0.210 0.361 -0.52
H -0.457755 2.084170 -1.663326 0.158 -1.105 0.749 0.35
H -0.543045 -1.044708 0.368503 0.018 0.806 -0.434 0.32
H 0.351194 0.301571 1.132663 -0.158 -0.561 -0.005 0.28
H 2.496963 -0.890438 0.541993 -0.397 -0.083 -0.238 0.30
H 1.549804 -2.023008 -0.466086 0.157 0.055 0.427 0.27
H 2.230544 -2.764968 1.771143 -0.763 0.631 -0.398 0.32
O -3.491884 1.739930 -0.282326 0.342 1.150 0.484 -0.63
H -3.991054 2.578790 -0.158196 0.531 -0.916 -0.096 0.32
H -2.596755 1.927941 0.080524 -0.874 -0.254 -0.414 0.32
```
Forces are in eV/Å.

The value obtained for the orbital gap is 11.0 eV. Its strongest force on any atom is 3.66 eV/A. As for the energy relative to the best compared isomer or geometry (same formula, charge and spin): 0.798 eV.

---

No. 3
Formula: C28H21AsBr2NO2Tl
Source: the OMol25 dataset
Level of theory: ωB97M-V/def2-TZVPD

```
56
Properties=species:S:1:pos:R:3:forces:R:3:mulliken_charge:R:1
Tl 2.047898 2.084612 1.071429 -0.057 0.111 0.053 0.70
C 1.891740 -0.505276 3.615836 0.114 -0.071 -0.191 -1.21
C 2.884692 -0.954471 2.565898 -0.072 -0.019 -0.075 0.77
C 3.632348 -2.137464 2.756667 -0.070 -0.030 0.211 -0.76
C 4.467188 -2.580018 1.777192 0.059 -0.062 -0.171 -0.77
C 4.584781 -1.870844 0.558092 0.028 -0.042 0.112 1.10
C 5.417650 -2.253589 -0.523434 -0.119 -0.073 0.294 -0.16
Br 6.411798 -3.867812 -0.461705 0.039 -0.037 0.058 -0.25
C 5.506030 -1.470185 -1.628557 -0.089 0.338 -0.204 -0.39
C 4.758499 -0.282806 -1.733322 -0.053 -0.025 0.141 -0.24
Br 4.976488 0.747737 -3.309374 -0.118 0.017 0.070 -0.20
C 3.875707 0.166213 -0.741218 -0.096 0.040 -0.054 0.64
O 3.150221 1.228335 -0.826901 0.276 -0.382 -0.088 -0.80
C 3.830661 -0.684183 0.445544 -0.279 0.285 0.170 -0.15
N 3.007636 -0.260341 1.455104 0.134 -0.158 -0.037 -0.18
H 2.174085 -0.859274 4.608488 0.026 -0.022 -0.082 0.48
H 0.896026 -0.893940 3.379366 0.124 0.020 -0.024 0.02
H 1.802483 0.577949 3.646335 0.030 0.077 -0.037 0.25
H 3.540202 -2.680114 3.691765 -0.002 0.039 -0.092 0.41
H 5.050833 -3.480142 1.919214 -0.012 0.000 -0.013 0.34
H 6.163080 -1.755643 -2.439391 -0.061 0.037 -0.021 0.41
O -0.171885 0.750439 1.240087 -0.656 -0.040 -0.744 -0.36
As -1.406980 0.653133 0.103396 0.971 0.135 0.840 0.96
C -2.684672 -0.610148 0.694674 -0.330 -0.142 0.123 -0.12
C -2.423966 -1.262225 1.891064 -0.303 -0.195 -0.054 -0.59
C -3.379848 -2.127882 2.409983 -0.107 -0.067 -0.024 -0.47
C -4.579405 -2.327806 1.732500 0.118 0.054 0.023 -0.43
C -4.830717 -1.673208 0.528992 0.039 -0.029 0.055 -0.74
C -3.881048 -0.807176 0.007225 0.013 -0.124 0.197 0.01
C -0.865503 0.154521 -1.637981 0.109 -0.307 -0.325 0.13
C -0.052542 1.030139 -2.350161 -0.065 -0.309 -0.167 -0.15
C 0.445032 0.649228 -3.584169 0.074 -0.077 -0.094 -0.84
C 0.119470 -0.596947 -4.106749 0.003 -0.094 -0.060 -0.47
C -0.700878 -1.471570 -3.399067 0.030 0.057 -0.087 -0.71
C -1.194665 -1.100329 -2.155817 0.212 0.260 -0.087 -0.31
C -2.307137 2.320832 -0.063048 -0.105 0.344 -0.103 0.36
C -2.821632 2.756764 -1.283011 -0.074 0.146 0.201 -0.11
C -3.476925 3.983322 -1.349460 0.028 -0.078 0.064 -0.70
C -3.609138 4.760565 -0.204879 0.043 -0.047 0.042 -0.42
C -3.093482 4.319291 1.011684 -0.046 -0.012 -0.081 -0.67
C -2.439090 3.097385 1.086179 -0.143 0.180 -0.283 -0.49
H -1.487660 -1.085546 2.399180 0.079 0.057 0.046 0.40
H -3.189800 -2.643642 3.346309 -0.044 0.051 -0.110 0.39
H -5.326684 -2.993492 2.146368 0.030 0.000 -0.014 0.38
H -5.766460 -1.833955 0.003637 0.092 0.010 0.063 0.38
H -4.074104 -0.291961 -0.925507 -0.001 0.059 -0.023 0.44
H 0.196726 1.999162 -1.955522 0.119 0.229 0.175 0.53
H 1.109469 1.313856 -4.123280 -0.056 -0.047 0.009 0.41
H 0.518149 -0.892356 -5.073619 -0.057 0.027 0.147 0.39
H -0.949267 -2.445297 -3.812389 0.049 0.146 0.056 0.41
H -1.820354 -1.779934 -1.595006 -0.015 -0.043 0.049 0.39
H -2.705538 2.153865 -2.175581 0.004 0.002 0.006 0.40
H -3.882378 4.330265 -2.293798 0.054 -0.023 0.077 0.39
H -4.111256 5.720085 -0.260883 0.022 -0.074 0.010 0.38
H -3.203809 4.928311 1.901958 0.024 -0.029 -0.075 0.39
H -2.022070 2.753564 2.019663 0.086 -0.062 0.129 0.41
```
Forces are in eV/Å.

The value obtained for the orbital gap is 7.3 eV. Its strongest force on any atom is 1.29 eV/A.

---

No. 4
Formula: C3H5NO3
Source: the OMol25 dataset
Level of theory: ωB97M-V/def2-TZVPD

```
12
Properties=species:S:1:pos:R:3:forces:R:3:mulliken_charge:R:1
C 3.244689 -0.256177 -0.132739 -7.333 -2.082 -0.206 -0.27
N 2.190986 0.467948 0.249408 1.569 -1.232 -1.482 -0.41
O 0.973668 -0.205437 0.104017 -0.576 -2.268 -1.253 -0.05
C -0.225346 0.431677 -0.219818 1.219 2.546 3.659 0.67
O -0.292792 1.640766 -0.126001 -0.832 -1.473 -1.380 -0.51
O -1.171864 -0.503675 -0.168939 -2.085 0.219 -0.272 -0.32
C -2.681403 -0.168536 0.096331 0.365 0.639 0.855 -0.52
H 3.167873 -1.371961 -0.573222 0.417 2.887 1.082 0.25
H 3.985103 0.348743 0.134718 4.168 1.508 0.533 0.39
H -3.168771 0.471687 -0.744659 1.277 -1.204 1.533 0.26
H -2.838340 0.317253 1.162853 0.868 -0.557 -2.379 0.27
H -3.183798 -1.172293 0.218047 0.943 1.019 -0.690 0.23
```
Forces are in eV/Å.

The value obtained for the orbital gap is 11.1 eV. Its strongest force on any atom is 7.63 eV/A. As for the energy relative to the best compared isomer or geometry (same formula, charge and spin): 4.917 eV.

---

No. 5
Formula: C11H12Cl2FN
Source: the OMol25 dataset
Level of theory: ωB97M-V/def2-TZVPD

```
27
Properties=species:S:1:pos:R:3:forces:R:3:mulliken_charge:R:1
C 2.408297 3.580387 -0.217574 2.322 0.400 -0.939 -0.26
C 3.157744 2.546283 -0.837956 -2.656 0.219 0.968 -0.77
C 1.311812 3.331109 0.573262 0.590 0.340 -0.337 -0.63
C 2.596189 1.273925 -0.751102 1.056 -0.939 -0.164 -0.17
C 0.800520 2.049180 0.772314 3.368 1.848 -2.338 -0.58
C 1.453798 1.043437 0.069609 1.354 1.989 -0.729 0.65
C 0.863563 -0.216769 0.186833 3.097 -3.511 -0.061 0.36
C -2.344195 -1.430135 1.086676 1.286 3.013 0.379 -1.63
C -0.980802 -2.322755 -1.033296 1.111 0.187 3.247 -1.60
C -1.042899 -1.685656 0.353955 2.475 -0.709 1.988 0.81
C 2.312256 -1.564403 0.364741 -1.981 1.365 0.300 0.32
N -0.327261 -0.427636 0.145077 -1.797 -0.883 1.252 -0.47
F 1.953716 -2.539635 1.214119 -1.127 -0.730 0.000 -0.24
Cl 3.744352 -0.949855 1.110224 0.910 0.997 0.307 -0.13
Cl 2.732530 -2.282270 -1.178224 -0.174 -0.173 -0.534 -0.16
H 2.847680 4.622702 -0.346458 -0.964 -1.331 0.415 0.27
H 4.031432 2.833269 -1.363315 0.694 -0.292 -0.572 0.45
H 0.995957 4.242024 1.008236 -1.173 0.357 0.870 0.37
H 3.124716 0.394883 -1.270384 -1.110 1.479 0.887 0.21
H 0.037646 1.914301 1.422439 -2.319 -0.831 1.686 0.57
H -2.821962 -0.682459 0.502157 -0.924 1.105 -0.074 0.40
H -2.891931 -2.260473 0.945865 -2.195 -3.116 0.147 0.51
H -2.293854 -1.108519 2.208995 0.304 -0.694 -2.236 0.28
H -1.415644 -3.218573 -0.926339 -2.086 -3.435 -0.208 0.51
H -0.029402 -2.522048 -1.443344 1.473 0.142 0.210 0.32
H -1.441354 -1.713512 -1.664475 -2.388 2.414 -2.971 0.48
H -0.611985 -2.377827 1.158929 0.855 0.789 -1.495 0.13
```
Forces are in eV/Å.

The value obtained for the orbital gap is 9.4 eV. Its strongest force on any atom is 4.68 eV/A. As for the energy relative to the best compared isomer or geometry (same formula, charge and spin): 1.555 eV.